(1)
The following is a quantum chemistry calculation of a 2-piece molecular cluster, C3H8F2N4P overall at a distorted geometry, from OMol25.

CARTESIAN COORDINATES (ANGSTROEM)
C 0.649 -0.803 0.016
C -3.754 0.561 -0.421
C 2.934 -0.037 -0.103
N -2.354 0.695 -0.525
N -1.639 -0.244 -0.160
N 0.452 -1.979 0.515
N -0.287 0.041 -0.316
F 3.420 -0.946 0.705
F 3.210 -0.319 -1.351
P 2.504 1.663 0.382
H -4.074 -0.378 0.041
H -4.166 0.651 -1.428
H -4.124 1.420 0.142
H 1.218 -2.588 0.762
H -0.494 -2.337 0.644
H -0.053 0.962 -0.709
H 2.806 1.425 1.722
H 3.753 2.214 0.083

Forces on atoms 1 to 2 (eV/Å):
C 2.98 1.00 -0.03
C -1.05 -0.53 0.27

Its HOMO energy is -13.5 eV. The calculation puts the energy above the lowest of the compared OMol25 structures with the same formula, charge and spin at 0.0000 eV. The value obtained for the energy is -878.8222 a.u. The total charge is +1. As for the HOMO-LUMO gap: 8.9 eV.

***

(2)
The following is a quantum chemistry calculation of one molecule with the formula C2H4O2Si at a distorted geometry, from OMol25.

CARTESIAN COORDINATES (ANGSTROEM)
O 1.559 -1.363 0.022
Si 0.429 0.201 0.074
O 1.209 1.579 -0.099
C -1.292 -0.248 0.647
C -1.222 0.010 -0.713
H 2.368 -1.204 -0.332
H 2.150 1.737 0.041
H -1.946 -0.823 1.377
H -1.980 -0.289 -1.401

Forces on atoms 1 to 2 (eV/Å):
O -6.01 2.79 1.86
Si -1.33 -4.79 -0.54

Its HOMO energy is -9.3 eV. The calculation puts the energy above the lowest of the compared OMol25 structures with the same formula, charge and spin at 1.4395 eV. As for the SMILES: O[Si]1(O)C=C1. The value obtained for the energy is -518.5550 a.u. The total charge is 0. As for the HOMO-LUMO gap: 9.5 eV.

***

(3)
The following is a quantum chemistry calculation of one molecule with the formula C17H19N3O3 at a distorted geometry, from OMol25.

CARTESIAN COORDINATES (ANGSTROEM)
C 0.149 -5.945 -3.049
C 0.391 -5.253 -1.677
O 0.442 -6.007 -0.691
N 0.459 -3.830 -1.385
C 0.609 -2.893 -2.510
C 1.278 -1.528 -2.244
N 0.988 -1.052 -0.945
C 0.478 -1.810 0.121
C 0.339 -0.980 1.153
O -0.141 -1.493 2.353
N 0.475 0.332 0.705
C -0.050 1.441 1.536
C 1.045 1.801 2.601
C 0.680 2.767 1.468
C -0.316 3.800 1.333
C -0.825 4.265 0.106
C -2.021 4.930 -0.079
C -2.432 5.572 1.115
C -1.851 5.223 2.332
C -0.715 4.422 2.480
C 0.943 0.277 -0.600
O 1.283 1.280 -1.204
C 0.439 -3.304 0.057
H -0.764 -6.434 -2.997
H 0.945 -6.657 -3.278
H 0.124 -5.158 -3.827
H 1.102 -3.350 -3.332
H -0.423 -2.586 -2.902
H 0.991 -0.712 -2.932
H 2.304 -1.620 -2.286
H -0.804 -0.903 2.584
H -1.132 1.486 1.847
H 0.641 2.064 3.592
H 1.948 1.224 2.685
H 1.368 2.868 0.627
H -0.421 3.845 -0.789
H -2.480 5.020 -1.034
H -3.363 6.193 1.169
H -2.206 5.754 3.181
H -0.289 4.278 3.502
H 1.313 -3.693 0.688
H -0.500 -3.632 0.529

Forces on atoms 1 to 2 (eV/Å):
C 2.11 3.31 -0.07
C 0.05 -0.24 3.48

Its HOMO energy is -7.6 eV. The calculation puts the energy above the lowest of the compared OMol25 structures with the same formula, charge and spin at 4.5196 eV. As for the SMILES: CC(=O)N1CCn2c(c(O)n([C@H]3C[C@@H]3c3ccccc3)c2=O)C1. The value obtained for the energy is -1049.0820 a.u. The total charge is 0. As for the HOMO-LUMO gap: 8.1 eV.

***

(4)
The following is a quantum chemistry calculation of C25H25N3O5S3Ta as an isolated structure, from OMol25.

CARTESIAN COORDINATES (ANGSTROEM)
Ta 0.201 -0.681 0.586
O 2.549 -0.534 0.146
C 3.140 0.395 -0.780
C 2.493 1.749 -0.610
N 1.034 1.606 -0.703
C 0.346 2.547 0.175
C 0.596 2.124 1.611
O 0.623 2.852 2.552
O 0.812 0.788 1.714
C 0.508 1.592 -2.057
C -0.540 0.495 -2.222
O -1.209 0.353 -3.199
O -0.584 -0.327 -1.171
H 2.892 -0.379 1.040
H 2.963 -0.020 -1.771
H 4.218 0.430 -0.623
H 2.885 2.472 -1.333
H 2.736 2.131 0.383
H -0.730 2.490 -0.007
H 0.665 3.584 0.042
H 1.304 1.385 -2.776
H 0.066 2.545 -2.354
S -1.847 0.129 1.643
C -2.545 -1.269 0.918
N -1.679 -2.117 0.427
C -2.339 -3.202 -0.173
C -1.789 -4.305 -0.822
C -2.629 -5.279 -1.324
C -4.016 -5.183 -1.195
C -4.581 -4.098 -0.559
C -3.734 -3.117 -0.057
S -4.198 -1.660 0.766
H -0.726 -4.408 -0.944
H -2.203 -6.136 -1.829
H -4.650 -5.960 -1.598
H -5.654 -4.008 -0.456
C 2.828 -5.292 -3.623
C 2.237 -4.304 -2.669
C 1.904 -3.011 -3.066
C 1.335 -2.139 -2.167
N 1.066 -2.439 -0.883
C 1.385 -3.686 -0.508
C 1.961 -4.621 -1.347
H 3.577 -4.821 -4.258
H 2.048 -5.689 -4.276
H 3.286 -6.128 -3.099
H 2.077 -2.678 -4.081
H 1.073 -1.152 -2.509
H 1.170 -3.944 0.517
H 2.184 -5.603 -0.952
S 1.222 -2.203 2.158
C 0.054 -1.854 3.470
C -1.103 -2.620 3.569
C -2.028 -2.335 4.560
C -1.791 -1.300 5.457
C -0.614 -0.567 5.381
C 0.313 -0.842 4.390
H -1.283 -3.422 2.864
H -2.932 -2.925 4.636
H -2.518 -1.078 6.227
H -0.421 0.228 6.088
H 1.217 -0.255 4.305

Forces on atoms 1 to 2 (eV/Å):
Ta 0.06 -0.42 -0.67
O 0.09 0.10 0.09

Its HOMO energy is -11.1 eV. The calculation puts the energy above the lowest of the compared OMol25 structures with the same formula, charge and spin at 0.7755 eV. The value obtained for the energy is -2759.7037 a.u. The total charge is +1. As for the HOMO-LUMO gap: 7.3 eV.

***

(5)
The following is a quantum chemistry calculation of C33H51N8O3P2W as an isolated structure at a distorted geometry, from OMol25.

CARTESIAN COORDINATES (ANGSTROEM)
W 0.296 -0.561 -0.716
C 2.974 2.865 0.486
C 2.964 2.472 -0.996
C 3.326 3.659 -1.897
P 1.374 1.645 -1.410
C 1.268 1.473 -3.240
C -0.014 0.673 -3.497
C 2.494 0.812 -3.870
C 0.018 2.747 -0.995
C 0.010 4.099 -1.328
C -0.971 4.958 -0.851
C -1.004 6.414 -1.235
C -1.919 4.417 0.017
C -1.945 3.068 0.331
C -1.001 2.205 -0.216
N -0.971 0.788 0.035
C -1.971 0.196 0.890
C -3.339 0.382 0.742
C -4.217 -0.365 1.509
C -3.769 -1.315 2.434
C -4.745 -2.093 3.277
C -2.396 -1.506 2.554
C -1.509 -0.754 1.797
P 0.288 -0.898 1.761
C 0.848 0.564 2.766
C 2.306 0.472 3.226
C -0.080 0.845 3.950
C 0.744 -2.510 2.512
C 0.640 -2.552 4.039
C 2.126 -2.987 2.043
H 3.954 3.266 0.757
H 2.753 2.020 1.140
H 2.238 3.648 0.680
H 3.698 1.676 -1.163
H 2.867 4.578 -1.535
H 3.057 3.524 -2.946
H 4.407 3.806 -1.857
H 1.145 2.473 -3.652
H -0.012 -0.251 -2.889
H -0.088 0.322 -4.526
H -0.909 1.241 -3.250
H 2.625 -0.212 -3.513
H 3.413 1.366 -3.669
H 2.372 0.765 -4.953
H 0.777 4.502 -1.979
H -0.063 6.737 -1.679
H -1.210 7.043 -0.369
H -1.797 6.600 -1.962
H -2.668 5.068 0.457
H -2.697 2.708 1.016
H -3.726 1.062 -0.008
H -5.285 -0.229 1.367
H -5.659 -2.308 2.724
H -5.030 -1.510 4.156
H -4.317 -3.032 3.629
H -2.034 -2.263 3.243
H 0.751 1.384 2.053
H 2.429 -0.246 4.039
H 2.627 1.444 3.607
H 2.968 0.194 2.412
H -0.055 0.045 4.691
H -1.112 1.008 3.646
H 0.271 1.756 4.442
H -0.013 -3.185 2.102
H 1.403 -1.940 4.517
H 0.801 -3.582 4.362
H -0.332 -2.239 4.411
H 2.917 -2.415 2.539
H 2.249 -2.899 0.963
H 2.266 -4.034 2.314
N 4.225 -0.208 0.297
N 4.722 -0.809 -0.862
C 3.977 -1.641 -1.584
N 4.587 -2.374 -2.494
N 2.611 -1.608 -1.384
N 1.894 -2.515 -2.028
O 2.259 -3.380 -2.749
O 0.645 -2.343 -1.792
H 4.682 0.690 0.406
H 4.473 -0.787 1.092
H 5.721 -0.825 -1.010
H 5.594 -2.367 -2.576
H 4.071 -3.016 -3.067
N -5.554 -4.884 -1.949
C -5.397 -3.612 -1.537
O -6.280 -2.867 -1.167
C -3.990 -3.058 -1.485
C -3.752 -1.824 -2.077
C -2.558 -1.193 -1.839
N -1.607 -1.716 -1.039
C -1.819 -2.935 -0.517
C -2.988 -3.634 -0.718
H -6.485 -5.270 -1.980
H -4.797 -5.434 -2.314
H -4.516 -1.343 -2.675
H -2.370 -0.208 -2.241
H -1.030 -3.349 0.094
H -3.123 -4.597 -0.239

Forces on atoms 1 to 2 (eV/Å):
W -0.76 0.79 1.18
C 0.01 0.01 -0.06

Its HOMO energy (spin up / spin down) is -15.5 / -15.7 eV. The multiplicity is 3. The calculation puts the energy above the lowest of the compared OMol25 structures with the same formula, charge and spin at 0.7520 eV. Its expectation value of S² is 2.031. The value obtained for the energy is -2700.7024 a.u. The total charge is +3. As for the HOMO-LUMO gap (spin up / spin down): 6.4 / 6.3 eV.

***

(6)
The following is a quantum chemistry calculation of a 2-piece molecular cluster, C27H25ClN2O4 overall at a distorted geometry, from OMol25.

CARTESIAN COORDINATES (ANGSTROEM)
O -2.824 0.522 -0.020
C -2.163 1.208 -0.793
C -2.203 0.927 -2.207
C -1.433 1.670 -3.086
C -1.424 1.414 -4.548
C -0.703 2.280 -5.396
C -0.668 2.079 -6.779
C -1.348 1.006 -7.352
Cl -1.300 0.759 -9.078
C -2.063 0.133 -6.531
C -2.102 0.331 -5.146
O -0.629 2.700 -2.628
C -0.547 2.971 -1.283
C 0.322 3.986 -0.870
C 0.463 4.298 0.486
C -0.282 3.600 1.439
C -1.163 2.592 1.036
C -1.288 2.268 -0.323
H -2.853 0.123 -2.521
H -0.156 3.126 -4.990
H -0.108 2.758 -7.415
H -2.587 -0.705 -6.980
H -2.665 -0.383 -4.555
H 0.903 4.521 -1.614
H 1.155 5.075 0.798
H -0.169 3.832 2.494
H -1.745 2.058 1.781
C -2.169 -0.383 3.765
N -1.029 0.492 4.051
C 0.195 0.450 3.512
O 1.002 1.308 3.842
C 0.556 -0.678 2.518
C 1.018 -1.962 3.232
C 1.107 -3.189 2.344
C -0.003 -4.047 2.216
C 0.078 -5.191 1.402
C 1.267 -5.478 0.710
C 2.375 -4.621 0.832
C 2.295 -3.480 1.649
N 1.430 -0.293 1.391
C 2.684 0.161 1.320
C 3.635 0.163 2.502
O 3.106 0.538 0.236
H -1.912 -1.424 3.964
H -2.474 -0.279 2.721
H -3.014 -0.106 4.399
H -1.167 1.242 4.712
H -0.383 -0.947 2.036
H 0.314 -2.182 4.034
H 1.978 -1.792 3.715
H -0.921 -3.830 2.742
H -0.775 -5.848 1.305
H 1.329 -6.355 0.082
H 3.289 -4.839 0.297
H 3.149 -2.825 1.733
H 0.977 -0.264 0.492
H 3.270 0.813 3.288
H 3.773 -0.846 2.874
H 4.597 0.544 2.164

Forces on atoms 1 to 2 (eV/Å):
O -0.10 -0.03 0.38
C -0.64 -1.04 0.44

Its HOMO energy is -8.9 eV. As for the SMILES: O=c1cc(-c2ccc(Cl)cc2)oc2ccccc12.CNC(=O)[C@H](Cc1ccccc1)NC(C)=O. The value obtained for the energy is -1914.5770 a.u. The total charge is 0. As for the HOMO-LUMO gap: 8.4 eV.

***

(7)
The following is a quantum chemistry calculation of C23H23ClErN2OPS as an isolated structure at a distorted geometry, from OMol25.

CARTESIAN COORDINATES (ANGSTROEM)
Er -0.267 -0.764 2.101
Cl 0.236 -3.091 1.473
C -0.158 1.689 1.573
O 0.012 2.833 1.476
P 0.133 0.058 -0.756
C -1.371 -0.340 -1.749
C 0.607 1.653 -1.524
C 1.399 -1.073 -1.462
C 1.843 1.859 -2.158
C 2.151 3.108 -2.709
C 1.233 4.160 -2.632
C -0.005 3.953 -2.018
C -0.317 2.712 -1.467
H 2.564 1.039 -2.230
H 3.112 3.248 -3.208
H 1.482 5.132 -3.064
H -0.728 4.768 -1.967
H -1.304 2.559 -1.028
C -2.263 -1.313 -1.254
C -3.493 -1.502 -1.880
C -3.800 -0.821 -3.061
C -2.863 0.050 -3.625
C -1.651 0.290 -2.971
H -1.971 -1.912 -0.381
H -4.215 -2.203 -1.454
H -4.753 -0.986 -3.565
H -3.057 0.552 -4.573
H -0.925 0.969 -3.422
C 1.205 -1.752 -2.668
C 2.213 -2.575 -3.174
C 3.407 -2.735 -2.464
C 3.603 -2.057 -1.254
C 2.604 -1.225 -0.748
H 0.267 -1.630 -3.210
H 2.057 -3.079 -4.126
H 4.190 -3.378 -2.863
H 4.543 -2.164 -0.708
H 2.741 -0.692 0.199
H -2.351 -0.915 2.302
H -2.147 -1.700 2.186
C -0.095 -2.059 4.953
N -0.426 -0.629 4.768
C -1.317 0.065 5.595
C -1.101 1.384 5.401
N -0.056 1.498 4.497
C 0.464 0.275 4.214
S 1.903 -0.160 3.362
H -0.129 -2.606 3.993
H 0.902 -2.166 5.406
H -0.845 -2.472 5.637
H -1.991 -0.471 6.242
H -1.585 2.237 5.847
H 0.313 2.381 4.151

Forces on atoms 1 to 2 (eV/Å):
Er 2.03 -0.96 -2.72
Cl -0.51 0.79 0.14

Its HOMO energy (spin up / spin down) is -14.1 / -14.1 eV. The multiplicity is 4. Its expectation value of S² is 3.753. The value obtained for the energy is -3289.2610 a.u. The total charge is +2. As for the HOMO-LUMO gap (spin up / spin down): 6.2 / 6.3 eV.

***

(8)
The following is a quantum chemistry calculation of C3H4O2Zn as an isolated structure at a distorted geometry, from OMol25.

CARTESIAN COORDINATES (ANGSTROEM)
C -0.270 0.868 0.688
C 1.199 0.969 1.005
H 1.385 1.885 1.587
H 1.866 1.001 0.118
H 1.570 0.106 1.597
O -0.297 -0.011 -0.500
C -1.424 -0.652 -0.539
O -1.531 -1.595 -1.354
H -2.326 -0.339 0.015
Zn -0.172 -2.232 -2.617

Forces on atoms 1 to 2 (eV/Å):
C 0.38 0.86 0.50
C 0.34 0.10 -0.10

Its HOMO energy (spin up / spin down) is -2.0 / -3.0 eV. The multiplicity is 2. The calculation puts the energy above the lowest of the compared OMol25 structures with the same formula, charge and spin at 1.5722 eV. Its expectation value of S² is 0.755. The value obtained for the energy is -2046.3970 a.u. The total charge is -1. As for the HOMO-LUMO gap (spin up / spin down): 5.4 / 6.3 eV.